Entry a
# H3O3PS

A cluster of 2 separate species, H3O3PS in total (ωB97M-V/def2-TZVPD, the Open Molecules 2025 dataset).

As for the HOMO energy: -9.6 eV. Its HOMO-LUMO gap is 0.3332 Ha. For the lowest unoccupied orbital energy, the calculation gives -0.485 eV. Its SMILES is O=PSO.O.

Last columns: bonded neighbours and bond lengths (Å).
Geometry (Å):
1 O 1.5744 -0.5840 1.3743  P2 1.476
2 P 1.1265 0.8132 1.2139  O1 1.476, S3 2.128
3 S -0.8991 0.6918 1.8544  P2 2.128, O4 1.675
4 O -0.9445 -0.9650 2.0950  S3 1.675, H5 0.996
5 H -0.8622 -1.0453 3.0842  O4 0.996
6 O 0.1756 0.5449 -2.9741  H7 1.016, H8 1.018
7 H 0.6681 -0.0609 -3.6243  O6 1.016
8 H -0.8389 0.6053 -3.0235  O6 1.018

Population analysis type Löwdin, resulting atomic charges in e: -0.570, 0.564, 0.509, -0.553, 0.053, -0.147, 0.072, 0.073



Entry b
# H3O3PS

An isolated molecule of H3O3PS (ωB97M-V/def2-TZVPD, the Open Molecules 2025 dataset).

As for the HOMO energy: -9.5 eV. Its HOMO-LUMO gap is 0.3389 Ha. For the lowest unoccupied orbital energy, the calculation gives -0.310 eV. Its SMILES is OSP(O)O.

Last columns: bonded neighbours and bond lengths (Å).
Geometry (Å):
1 O 1.1504 -1.4377 -0.6632  S2 1.667, H6 0.997
2 S 2.1702 -0.6533 0.3971  O1 1.667, P3 2.090
3 P 1.2158 1.2061 0.3735  S2 2.090, O4 1.616, O5 2.103
4 O 0.7080 1.4357 -1.1428  P3 1.616, H7 0.947
5 O -0.6723 0.4774 0.9455  P3 2.103, H8 0.999
6 H 0.2513 -1.2889 -0.2578  O1 0.997
7 H -0.1963 1.1715 -1.2423  O4 0.947
8 H -1.2027 0.9953 1.6150  O5 0.999

Population analysis type Löwdin, resulting atomic charges in e: -0.541, 0.588, 0.671, -0.359, -0.439, 0.028, 0.034, 0.017



Ordering by calculated energy gives the sequence entry b, entry a, with the first entry being the most stable.



Entry a
# C5H13NOS

An isolated molecule of C5H13NOS (ωB97M-V/def2-TZVPD, the Open Molecules 2025 dataset).

As for the HOMO energy: -8.7 eV. Its HOMO-LUMO gap is 0.3494 Ha. For the lowest unoccupied orbital energy, the calculation gives 0.764 eV.

Last columns: bonded neighbours and bond lengths (Å).
Geometry (Å):
1 C 0.2539 -0.5510 -1.8416  C5 1.504, H9 1.070, H10 1.197, H11 1.140
2 C 1.6459 -1.5433 0.0401  C5 1.545, H12 1.050, H13 1.071, H14 1.198
3 C -0.7779 -1.0897 0.2430  C5 1.474, H15 1.016, H16 1.135, H17 1.080
4 C -1.4087 1.7564 1.4860  S8 1.873, H18 1.120, H19 1.051, H20 1.185
5 C 0.4802 -0.6097 -0.3560  C1 1.504, C2 1.545, C3 1.474, N6 1.624
6 N 0.7742 0.8465 0.2997  C5 1.624, S8 1.758, H21 1.007
7 O 0.1380 3.4031 0.3224  S8 1.470
8 S -0.4097 2.0943 -0.0623  C4 1.873, N6 1.758, O7 1.470
9 H -0.4787 0.1688 -2.1404  C1 1.070
10 H 1.2034 -0.1396 -2.4441  C1 1.197
11 H -0.1928 -1.4988 -2.2902  C1 1.140
12 H 1.5424 -1.4407 1.0799  C2 1.050
13 H 2.6395 -1.3704 -0.3188  C2 1.071
14 H 1.4239 -2.6870 -0.2398  C2 1.198
15 H -0.8859 -1.0931 1.2530  C3 1.016
16 H -1.6868 -0.4776 -0.0535  C3 1.135
17 H -0.9315 -2.0690 -0.1858  C3 1.080
18 H -1.7517 2.7595 1.8463  C4 1.120
19 H -0.8272 1.1374 2.1056  C4 1.051
20 H -2.4400 1.2344 1.2238  C4 1.185
21 H 1.6895 1.1696 0.0329  N6 1.007

Population analysis type Löwdin, resulting atomic charges in e: -0.101, -0.043, -0.100, -0.234, -0.631, -0.184, -0.531, 0.850, 0.033, 0.132, 0.107, 0.054, 0.066, 0.137, 0.049, 0.098, 0.090, 0.055, 0.010, 0.078, 0.065



Entry b
# C5H13NOS

An isolated molecule of C5H13NOS (ωB97M-V/def2-TZVPD, the Open Molecules 2025 dataset).

As for the HOMO energy: -9.1 eV. Its HOMO-LUMO gap is 0.3662 Ha. For the lowest unoccupied orbital energy, the calculation gives 0.879 eV. Its SMILES is CC[S@@](=N)(=O)C(C)C.

Last columns: bonded neighbours and bond lengths (Å).
Geometry (Å):
1 C -1.4424 -0.7832 -2.5224  C2 1.478, H9 1.159, H10 1.100, H11 1.036
2 C -0.8598 -1.1101 -1.2041  C1 1.478, S3 1.886, H12 1.043, H13 1.145
3 S -0.1684 0.5486 -0.6319  C2 1.886, N4 1.553, O5 1.472, C6 1.991
4 N 0.7688 0.9577 -1.8005  S3 1.553, H14 1.106
5 O -1.2838 1.4527 -0.3076  S3 1.472
6 C 0.7735 0.0266 1.0423  S3 1.991, C7 1.508, C8 1.522, H15 1.092
7 C -0.3250 -0.1655 2.0573  C6 1.508, H16 1.047, H17 1.117, H18 1.095
8 C 1.7268 1.1879 1.2830  C6 1.522, H19 1.023, H20 1.082, H21 1.132
9 H -1.4988 -1.5334 -3.4043  C1 1.159
10 H -2.4094 -0.2824 -2.3636  C1 1.100
11 H -0.8354 -0.0235 -2.8809  C1 1.036
12 H -0.0497 -1.7576 -1.3099  C2 1.043
13 H -1.6588 -1.5229 -0.4957  C2 1.145
14 H 0.4521 1.8931 -2.2983  N4 1.106
15 H 1.2900 -0.9352 1.0204  C6 1.092
16 H -1.1224 -0.6627 1.5956  C7 1.047
17 H -0.0027 -0.8284 2.8972  C7 1.117
18 H -0.6694 0.7928 2.4606  C7 1.095
19 H 1.2298 2.0633 1.4663  C8 1.023
20 H 2.4245 1.2686 0.4604  C8 1.082
21 H 2.4154 1.0295 2.1672  C8 1.132

Population analysis type Löwdin, resulting atomic charges in e: -0.183, -0.303, 0.730, -0.275, -0.375, -0.401, -0.116, -0.114, 0.120, 0.084, 0.000, 0.065, 0.119, 0.086, 0.119, 0.035, 0.102, 0.091, 0.044, 0.065, 0.107



Ordering by calculated energy gives the sequence entry a, entry b, with the first entry being the most stable.